1.
16
Properties=species:S:1:pos:R:3:forces:R:3:mulliken_charge:R:1 method="wB97M-V/def2-TZVPD" gap_ev="7.75 / 7.75" fmax_ev_per_a=5.42 smiles="[H]/N=N/C(=[NH2+])CNC" de_lowest_kcal_mol=111.76 charge=+1
H -1.404 -2.514 1.070 -0.52 0.12 0.55 0.32
N -0.448 -2.169 1.193 0.25 0.04 -0.66 -0.53
N -0.161 -1.623 0.147 -1.56 -2.44 2.79 0.49
C 0.579 -1.005 -0.594 2.27 3.37 -3.59 0.39
N 1.211 -1.541 -1.688 -0.76 1.11 1.43 -0.38
C 0.605 0.674 -0.456 -4.27 -1.26 -0.22 -0.69
N 0.175 1.259 0.738 -1.38 -0.16 0.01 -0.25
C -1.197 1.673 0.979 -0.11 -0.31 -1.21 -0.91
H 1.381 -0.882 -2.454 0.58 -0.75 0.58 0.26
H 1.760 -2.357 -1.472 0.18 -0.24 -0.86 0.27
H 1.556 0.959 -0.601 3.73 0.27 -0.81 0.45
H 0.008 0.920 -1.431 0.71 0.14 2.06 0.38
H 0.575 1.152 1.621 2.12 -0.58 0.76 0.23
H -1.726 1.589 1.927 0.76 -1.11 0.33 0.30
H -1.226 2.705 0.831 -0.37 1.86 -0.69 0.34
H -1.688 1.162 0.190 -1.62 -0.06 -0.47 0.33

***

2.
12
Properties=species:S:1:pos:R:3:forces:R:3:mulliken_charge:R:1 method="wB97M-V/def2-TZVPD" gap_ev=8.15 fmax_ev_per_a=3.32 de_lowest_kcal_mol=148.70 charge=0
C 0.474 0.135 1.059 -0.86 -0.04 -0.61 0.34
C 1.027 1.972 -0.332 -1.24 -0.22 -1.47 -0.67
C -1.411 -1.753 0.856 2.89 1.00 -0.01 -0.65
N 0.406 1.314 0.766 -0.68 -0.36 1.34 -0.30
N 0.128 -0.959 1.586 -2.77 -1.35 -1.24 0.22
O 0.793 -1.750 2.301 0.48 -0.27 0.65 -0.63
H 1.878 2.437 0.151 0.59 0.16 -1.04 0.30
H 0.331 2.706 -0.769 0.27 0.38 0.87 0.25
H 1.075 1.307 -1.225 1.31 0.10 0.73 0.30
H -1.591 -1.209 -0.088 -0.80 0.35 1.06 0.27
H -0.883 -2.614 0.488 0.18 -0.64 0.43 0.31
H -2.139 -2.011 1.655 0.62 0.90 -0.69 0.26

***

3.
20
Properties=species:S:1:pos:R:3:forces:R:3:mulliken_charge:R:1 method="wB97M-V/def2-TZVPD" gap_ev=10.80 fmax_ev_per_a=7.00 de_lowest_kcal_mol=159.54 charge=0
C 2.378 -0.124 -0.461 3.45 -0.43 2.25 -0.62
C 0.008 -0.538 -0.212 0.51 1.02 2.14 1.03
C 0.149 -1.417 1.056 -1.52 -5.07 -4.57 -1.10
C -0.181 2.029 0.000 0.45 -1.55 -1.50 -0.71
C -2.437 -0.223 -0.519 4.09 -0.40 4.90 -0.47
H 3.165 0.465 -1.159 -2.54 -0.88 1.37 0.24
H 2.298 0.411 0.650 0.23 -1.23 -3.05 0.27
H 3.025 -1.151 -0.311 -1.89 2.14 -0.11 0.23
H 0.995 -1.434 1.679 0.84 0.85 0.79 0.39
H -0.851 -1.440 1.490 0.50 0.27 0.56 0.23
H 0.175 -2.541 0.507 0.07 2.48 1.59 0.29
H 0.037 2.792 0.829 0.69 -1.28 -1.50 0.23
H -1.222 2.248 -0.253 0.11 0.48 -0.48 0.32
H 0.426 1.868 -1.038 -1.02 1.45 2.65 0.31
H -2.120 0.951 -0.070 -1.52 -4.11 -2.08 0.16
H -2.992 -0.354 -1.423 -0.99 0.00 0.14 0.29
H -2.705 -0.875 0.738 0.20 1.89 -4.50 0.22
O 1.124 -0.354 -1.037 -0.44 -0.23 -0.61 -0.41
O -0.203 0.691 0.571 -0.05 1.05 -0.34 -0.40
O -1.068 -1.005 -1.038 -1.16 3.54 2.36 -0.47

***

4.
17
Properties=species:S:1:pos:R:3:forces:R:3:mulliken_charge:R:1 method="wB97M-V/def2-TZVPD" gap_ev=9.27 fmax_ev_per_a=4.96 de_lowest_kcal_mol=34.12 charge=0
C -2.161 -0.070 -0.609 1.81 -1.14 0.03 -0.96
C 0.377 1.524 1.145 0.24 -1.45 -4.74 -0.93
C 2.253 -1.000 0.279 -2.49 -1.82 -0.54 -1.13
C -0.774 -0.757 -0.926 0.42 -1.16 -2.17 -0.40
Si 0.505 -0.261 0.356 -0.56 -1.25 2.11 0.37
Br -0.565 -1.839 2.546 0.79 1.28 -1.64 -0.53
H -2.322 0.906 -1.023 0.28 0.57 -0.19 0.29
H -2.865 -0.743 -1.050 -0.93 -0.14 0.27 0.34
H -2.163 -0.044 0.481 -0.94 -0.01 -0.05 0.24
H -0.594 1.632 1.476 -2.04 0.18 1.04 0.34
H 1.074 1.488 1.919 1.35 0.78 1.08 0.33
H 0.448 2.238 0.228 0.64 -0.82 1.89 0.30
H 2.432 -1.669 1.096 -0.28 -0.19 0.92 0.37
H 2.439 -1.669 -0.563 -0.21 0.40 -0.41 0.35
H 2.962 -0.275 0.338 2.17 2.25 -0.06 0.38
H -0.295 -0.438 -1.971 -1.12 -0.58 1.91 0.33
H -0.966 -1.965 -1.034 0.87 3.11 0.56 0.29

***

5.
55
Properties=species:S:1:pos:R:3:forces:R:3:mulliken_charge:R:1 method="wB97M-V/def2-TZVPD" gap_ev="3.68 / 5.72" fmax_ev_per_a=4.19 de_lowest_kcal_mol=0.00 charge=-2 multiplicity=2
O -2.950 -0.721 4.162 -0.63 -1.87 0.28 -0.72
C -1.922 -0.335 4.715 0.96 4.08 -0.20 0.63
O -1.047 -0.683 5.519 -0.72 -1.66 0.15 -0.70
C -1.566 1.205 4.173 -1.54 -1.61 2.26 -0.54
C -0.787 1.998 5.244 -1.63 0.38 -0.17 -0.96
C 0.600 1.803 4.842 1.16 0.43 0.37 0.92
C 0.637 1.231 3.568 0.53 -0.60 0.13 0.23
C 1.840 0.854 3.002 1.04 0.25 -0.22 -0.67
C 3.040 1.157 3.680 0.06 0.31 0.68 -0.76
C 2.990 1.763 4.967 0.63 -0.23 -0.80 -0.32
C 1.750 2.094 5.551 0.78 -0.26 -0.60 -0.83
N -0.635 0.940 3.125 0.67 1.06 -1.23 0.12
C -1.030 0.375 1.934 -0.48 -0.15 -0.72 -1.21
C -0.356 0.433 0.749 -0.92 -0.13 0.91 -0.70
C -0.712 -0.514 -0.375 1.19 -0.18 -1.60 0.46
C 0.539 -1.066 -1.085 -0.23 1.13 0.86 0.18
C 0.603 -2.441 -1.276 -0.20 -0.45 0.64 -0.39
C 1.747 -3.019 -1.821 0.72 0.63 -0.70 -0.88
C 2.822 -2.212 -2.193 -0.34 -1.53 0.32 -0.54
C 2.798 -0.838 -1.872 0.68 1.50 -1.60 -1.01
C 1.590 -0.231 -1.415 -0.19 -0.43 1.28 -0.58
H -2.514 1.664 3.871 0.38 0.13 -0.31 0.40
H -1.085 3.044 5.197 0.12 0.48 -0.14 0.28
H -1.011 1.703 6.269 0.04 -0.47 -0.13 0.37
H 1.829 0.335 2.050 0.27 0.09 0.09 0.69
H 4.040 0.949 3.212 -1.20 0.05 0.52 0.33
H 3.950 1.969 5.489 -0.82 -0.08 -0.36 0.28
H 1.744 2.571 6.537 -0.25 -0.26 -0.32 0.35
H -2.044 -0.109 2.043 1.33 0.16 -0.21 0.39
H 0.493 1.112 0.654 -0.17 -0.40 -0.08 0.90
H -1.152 -1.421 0.072 -0.28 0.54 -0.17 0.62
H -0.195 -3.053 -0.846 0.23 0.05 -0.33 0.35
H 1.758 -4.080 -2.000 0.16 -0.26 -0.15 0.38
H 3.640 -2.626 -2.796 -0.17 0.10 0.58 0.41
H 3.716 -0.233 -1.947 -0.35 -0.45 0.53 0.36
H 1.540 0.845 -1.205 0.11 -0.70 -0.14 0.96
Br 1.450 1.974 -3.662 0.23 0.27 -0.72 -0.56
Zn 2.697 -0.092 -4.022 -0.36 0.74 0.73 0.13
Br 3.268 -1.464 -5.767 0.15 -0.49 -0.87 -0.45
C -1.925 1.698 -3.332 0.77 -0.16 2.83 -1.50
C -1.669 1.505 -1.957 -0.38 0.55 -0.86 -0.09
C -1.716 0.037 -1.483 -0.67 0.32 -1.00 0.34
C -1.815 -0.613 -2.918 -0.22 0.33 0.46 -0.06
C -1.920 0.381 -3.975 -0.75 -1.30 1.50 0.73
C -2.146 -0.010 -5.299 0.62 0.54 0.56 -0.53
C -2.153 -1.364 -5.630 -0.51 -0.62 0.40 -0.48
C -2.106 -2.321 -4.586 0.46 0.76 -0.31 -0.74
C -1.921 -1.955 -3.223 -0.51 0.01 -1.39 0.02
H -2.059 2.662 -3.880 0.42 -0.93 0.73 0.27
H -1.414 2.248 -1.166 -0.53 -0.23 -1.04 0.34
H -2.621 -0.168 -0.824 0.07 0.70 -1.56 0.47
H -2.241 0.775 -6.047 0.00 -0.23 -0.05 0.35
H -2.288 -1.668 -6.699 0.19 0.16 1.16 0.30
H -2.151 -3.361 -4.868 -0.02 -0.21 0.11 0.35
H -1.930 -2.727 -2.459 0.13 0.17 -0.10 0.28

***

6.
10
Properties=species:S:1:pos:R:3:forces:R:3:mulliken_charge:R:1 method="wB97M-V/def2-TZVPD" gap_ev=7.78 fmax_ev_per_a=6.17 de_lowest_kcal_mol=79.61 charge=-1
C -0.007 0.427 0.514 -1.09 -1.21 0.03 -0.05
C 0.898 0.207 -0.460 1.35 2.46 1.68 -0.14
C -0.934 -0.599 0.415 2.53 -1.82 -5.32 -0.60
N -0.522 -1.352 -0.865 -2.57 1.23 5.07 0.61
O -0.872 -2.433 -1.362 -0.04 0.14 -0.27 -0.74
O 0.649 -0.824 -1.216 0.80 -0.93 -1.51 -0.26
Cl 0.991 3.226 1.599 0.11 0.22 0.08 -0.87
H -0.082 1.228 1.211 0.55 0.67 0.27 0.25
H 1.792 0.797 -0.567 0.10 -0.18 -0.67 0.43
H -1.911 -0.678 0.732 -1.74 -0.58 0.66 0.37

***

7.
25
Properties=species:S:1:pos:R:3:forces:R:3:mulliken_charge:R:1 method="wB97M-V/def2-TZVPD" gap_ev="4.61 / 6.71" fmax_ev_per_a=8.58 charge=-1 multiplicity=6
C 0.913 -1.237 -1.634 0.54 -1.67 -1.37 -0.31
C -0.505 -1.148 -1.879 -0.08 -1.47 -1.19 -0.95
C -1.175 -1.800 -0.794 -0.12 -0.08 -0.42 -0.24
C -0.196 -2.312 0.095 0.02 -0.56 0.15 0.02
C 1.089 -1.953 -0.394 0.02 0.01 -0.24 -0.79
Ru 0.133 0.100 -0.272 -5.63 -1.19 1.07 0.42
C -1.532 1.495 -0.695 0.51 1.06 0.05 -0.41
C -0.341 1.797 -1.314 -3.15 -1.76 2.70 0.52
C 0.506 2.544 -2.046 3.13 2.35 -2.43 -1.21
N 1.494 0.945 0.255 7.05 4.42 2.09 -0.54
H -2.256 -1.946 -0.707 0.54 0.26 0.04 0.38
H -0.976 -0.692 -2.754 0.23 -0.18 0.46 0.51
H -0.398 -2.872 1.013 0.12 0.50 -0.37 0.39
H 2.046 -2.179 0.087 -0.52 0.20 -0.23 0.41
H 1.703 -0.887 -2.298 -0.32 -0.18 0.27 0.47
H -2.326 0.976 -1.250 -0.24 0.03 0.03 0.18
H 2.222 1.562 0.711 -1.55 -0.96 -0.50 0.16
H -1.860 2.069 0.185 -0.02 -0.52 0.01 0.23
H 0.142 3.349 -2.700 0.12 -0.76 -0.28 0.32
H 1.580 2.314 -2.038 -0.49 0.62 0.26 0.29
F -0.159 -0.064 2.275 -0.09 -0.06 0.31 0.07
B -0.050 -0.022 3.741 0.00 0.05 -1.01 0.25
F -0.187 1.322 4.120 0.00 -0.43 0.18 -0.38
F -1.085 -0.836 4.223 0.28 0.23 0.25 -0.39
F 1.220 -0.525 4.072 -0.35 0.10 0.14 -0.40

***

8.
59
Properties=species:S:1:pos:R:3:forces:R:3:mulliken_charge:R:1 method="wB97M-V/def2-TZVPD" gap_ev="5.42 / 5.42" fmax_ev_per_a=4.18 de_lowest_kcal_mol=21.90 charge=0
Rh 0.206 0.225 -0.392 0.70 -2.14 3.52 -0.54
O 0.262 -1.699 0.093 -1.59 -3.47 -1.20 -0.48
C -0.446 -2.686 -0.365 1.83 1.67 1.34 -0.24
C -1.571 -2.650 -1.195 -1.08 0.68 -1.04 0.41
C -2.224 -3.836 -1.599 -0.28 0.13 -0.20 -0.68
C -3.345 -3.784 -2.412 1.08 0.38 0.83 -0.20
C -3.884 -2.565 -2.844 0.52 0.99 0.22 -0.45
C -3.265 -1.389 -2.485 -0.78 -0.70 -0.45 -0.68
C -2.101 -1.383 -1.686 1.25 0.35 0.95 0.60
O -1.539 -0.273 -1.394 -1.33 0.07 -0.97 -0.67
N -3.975 -4.994 -2.837 -0.40 -0.96 -0.24 0.98
O -4.803 -4.923 -3.732 0.15 0.00 0.23 -0.62
O -3.650 -6.034 -2.285 -0.02 0.09 -0.10 -0.61
H -0.095 -3.664 -0.027 -0.08 -0.05 0.03 0.46
H -1.838 -4.792 -1.280 -0.04 -0.17 0.02 0.52
H -4.776 -2.576 -3.452 -0.01 0.04 -0.06 0.52
H -3.643 -0.433 -2.807 -0.06 0.10 -0.04 0.50
C -1.689 3.178 5.483 -0.01 0.02 -0.01 -0.50
C -1.963 1.823 5.564 0.05 0.02 0.11 -0.77
C -1.615 0.980 4.524 0.04 -0.26 -0.23 -0.22
C -0.965 1.494 3.404 -0.26 0.49 -0.87 0.50
C -0.725 2.861 3.313 0.09 -0.02 -0.16 -0.47
C -1.087 3.701 4.349 0.03 0.08 0.09 -0.69
P -0.323 0.409 2.072 1.30 -0.99 -0.78 1.53
C -1.301 -1.097 2.360 -0.02 0.03 -0.24 0.22
C -2.542 -1.152 1.728 0.17 0.14 0.08 -0.53
C -3.342 -2.270 1.869 -0.15 -0.05 0.07 -0.74
C -2.916 -3.328 2.655 0.03 -0.08 0.04 -0.51
C -1.676 -3.280 3.274 0.02 -0.19 0.03 -0.84
C -0.859 -2.174 3.121 0.03 0.29 -0.06 -0.07
C 1.393 0.138 2.637 -0.15 0.10 0.26 0.78
C 1.722 0.139 3.976 -0.34 0.02 -0.50 -0.18
C 3.050 -0.051 4.374 0.39 -0.15 0.05 -0.91
C 4.035 -0.242 3.443 -0.22 0.06 0.13 -0.85
C 3.744 -0.219 2.064 -0.36 -0.08 -0.10 0.57
C 4.748 -0.384 1.090 0.17 -0.05 -0.30 -0.79
C 4.450 -0.314 -0.243 0.20 -0.12 0.34 -0.83
C 3.129 -0.087 -0.658 -0.68 0.25 0.15 -0.11
C 2.118 0.079 0.261 -0.50 0.50 -0.41 0.96
C 2.398 -0.012 1.645 0.21 0.09 0.10 -0.79
H -1.951 3.829 6.302 -0.06 0.08 0.07 0.39
H -2.439 1.422 6.448 -0.04 -0.05 -0.01 0.42
H -1.837 -0.076 4.589 -0.03 -0.04 0.02 0.45
H -0.252 3.255 2.424 0.06 0.13 -0.05 0.50
H -0.897 4.762 4.283 0.04 0.06 -0.06 0.42
H -2.865 -0.322 1.113 -0.06 0.03 -0.08 0.44
H -4.295 -2.322 1.365 -0.11 0.03 -0.04 0.48
H -3.547 -4.195 2.789 -0.04 -0.07 -0.05 0.41
H -1.339 -4.120 3.865 0.01 0.00 0.05 0.44
H 0.116 -2.135 3.585 0.09 -0.05 0.05 0.49
H 0.957 0.300 4.724 0.01 0.01 0.04 0.46
H 3.289 -0.045 5.426 0.05 -0.01 0.13 0.43
H 5.061 -0.394 3.747 0.10 0.00 0.08 0.41
H 5.758 -0.579 1.416 0.15 0.05 0.04 0.40
H 5.224 -0.438 -0.988 0.05 -0.01 0.01 0.40
H 2.929 -0.031 -1.723 -0.11 0.04 0.01 0.46
Se 0.525 4.785 -1.639 0.11 1.49 -0.39 -0.21
C 0.457 3.128 -1.191 -0.23 -2.44 0.76 0.19
N 0.398 1.991 -0.882 0.09 3.63 -1.20 -0.56

***

Please write out number 1 again, unchanged.
16
Properties=species:S:1:pos:R:3:forces:R:3:mulliken_charge:R:1 method="wB97M-V/def2-TZVPD" gap_ev="7.75 / 7.75" fmax_ev_per_a=5.42 smiles="[H]/N=N/C(=[NH2+])CNC" de_lowest_kcal_mol=111.76 charge=+1
H -1.404 -2.514 1.070 -0.52 0.12 0.55 0.32
N -0.448 -2.169 1.193 0.25 0.04 -0.66 -0.53
N -0.161 -1.623 0.147 -1.56 -2.44 2.79 0.49
C 0.579 -1.005 -0.594 2.27 3.37 -3.59 0.39
N 1.211 -1.541 -1.688 -0.76 1.11 1.43 -0.38
C 0.605 0.674 -0.456 -4.27 -1.26 -0.22 -0.69
N 0.175 1.259 0.738 -1.38 -0.16 0.01 -0.25
C -1.197 1.673 0.979 -0.11 -0.31 -1.21 -0.91
H 1.381 -0.882 -2.454 0.58 -0.75 0.58 0.26
H 1.760 -2.357 -1.472 0.18 -0.24 -0.86 0.27
H 1.556 0.959 -0.601 3.73 0.27 -0.81 0.45
H 0.008 0.920 -1.431 0.71 0.14 2.06 0.38
H 0.575 1.152 1.621 2.12 -0.58 0.76 0.23
H -1.726 1.589 1.927 0.76 -1.11 0.33 0.30
H -1.226 2.705 0.831 -0.37 1.86 -0.69 0.34
H -1.688 1.162 0.190 -1.62 -0.06 -0.47 0.33